#w
{
  "formula": "C3H13N2O",
  "method": "the ωB97M-V functional and the def2-TZVPD basis",
  "homo_lumo_gap_ev": 10.8,
  "mol_weight_g_mol": 93.15,
  "lumo_ev": -3.155,
  "charge": 1,
  "homo_energy_ev": -13.92,
  "symbols": ["C", "N", "C", "H", "H", "H", "H", "H", "H", "H", "H", "N", "C", "O", "H", "H", "H", "H", "H"],
  "xyz": [[0.28, 0.01, 2.40], [0.73, 0.00, 1.00], [1.77, 1.08, 0.94], [-0.46, -0.80, 2.57], [1.08, -0.19, 3.15], [-0.17, 0.99, 2.62], [-0.06, 0.22, 0.33], [1.17, -0.87, 0.76], [1.25, 2.01, 1.26], [2.11, 1.09, -0.11], [2.54, 0.85, 1.69], [-0.48, -1.35, -2.14], [-0.82, 0.02, -1.85], [-1.46, 0.32, -0.56], [-0.12, -1.84, -1.32], [-1.28, -1.90, -2.53], [0.16, 0.57, -1.82], [-1.54, 0.39, -2.59], [-2.20, -0.31, -0.51]]
}

#x
{
  "formula": "C3H13N2O",
  "method": "the ωB97M-V functional and the def2-TZVPD basis",
  "homo_lumo_gap_ev": 10.0,
  "mol_weight_g_mol": 93.15,
  "lumo_ev": -3.199,
  "charge": 1,
  "homo_energy_ev": -13.22,
  "symbols": ["N", "C", "C", "C", "N", "H", "H", "H", "H", "H", "H", "H", "H", "H", "H", "H", "H", "H", "O"],
  "xyz": [[-0.48, -1.12, -0.76], [0.83, -0.40, -0.25], [1.26, 0.54, -1.37], [0.46, 0.23, 1.07], [1.63, 0.97, 1.54], [-0.41, -2.09, -0.45], [-1.32, -0.70, -0.31], [-0.39, -1.13, -1.77], [1.49, -1.26, -0.15], [0.40, 1.13, -1.68], [2.00, 1.21, -0.92], [1.64, -0.03, -2.21], [0.22, -0.58, 1.77], [-0.37, 0.93, 0.97], [2.31, 0.35, 1.95], [1.41, 1.68, 2.23], [-3.48, -0.87, -0.14], [-3.37, 0.56, 0.34], [-2.89, -0.11, -0.17]]
}

#y
{
  "formula": "C3H13N2O",
  "method": "the ωB97M-V functional and the def2-TZVPD basis",
  "homo_lumo_gap_ev": 10.2,
  "mol_weight_g_mol": 93.15,
  "lumo_ev": -3.218,
  "charge": 1,
  "homo_energy_ev": -13.43,
  "symbols": ["N", "C", "C", "N", "C", "H", "H", "H", "H", "H", "H", "H", "H", "H", "H", "H", "H", "H", "O"],
  "xyz": [[-1.17, -1.16, 0.17], [0.21, -1.65, 0.49], [1.30, -0.92, -0.34], [0.86, 0.45, -0.67], [1.37, 1.43, 0.30], [-1.18, -0.15, -0.10], [-1.58, -1.71, -0.60], [-1.81, -1.33, 0.94], [0.40, -1.44, 1.54], [0.24, -2.71, 0.30], [2.20, -0.90, 0.27], [1.43, -1.47, -1.26], [1.27, 0.68, -1.56], [1.25, 1.06, 1.31], [0.83, 2.37, 0.24], [2.43, 1.65, 0.17], [-2.96, 1.59, 0.06], [-1.73, 2.19, -0.63], [-2.00, 1.54, 0.03]]
}

Most stable to least stable, the ends of the list are #x and #w.

#w
{
  "formula": "C2H2BrCl3",
  "method": "the ωB97M-V functional and the def2-TZVPD basis",
  "smiles": "ClCC(Cl)(Cl)Br",
  "homo_lumo_gap_ev": 11.0,
  "mol_weight_g_mol": 212.30,
  "lumo_ev": 0.268,
  "homo_energy_ev": -10.71,
  "symbols": ["Cl", "C", "C", "Cl", "Cl", "Br", "H", "H"],
  "xyz": [[-1.72, 1.35, -0.06], [-0.91, -0.21, 0.03], [0.81, 0.08, -0.03], [1.21, 0.94, -1.48], [1.25, 1.05, 1.41], [1.61, -1.69, -0.05], [-0.94, -0.78, 0.91], [-1.32, -0.75, -0.72]]
}

#x
{
  "formula": "C2H2BrCl3",
  "method": "the ωB97M-V functional and the def2-TZVPD basis",
  "homo_lumo_gap_ev": [8.1, 8.1],
  "mol_weight_g_mol": 212.30,
  "lumo_ev": [-0.462, -0.422],
  "homo_energy_ev": [-8.57, -8.52],
  "symbols": ["C", "C", "Cl", "Cl", "Cl", "Br", "H", "H"],
  "xyz": [[-1.27, -0.14, -0.82], [1.19, -0.68, 0.77], [-1.43, -1.84, -1.00], [-2.26, 0.73, 0.26], [1.17, -2.38, 0.73], [2.29, 0.28, -0.43], [-1.19, 0.55, -1.61], [1.06, -0.20, 1.66]]
}

Most stable to least stable, the ends of the list are #w and #x.

#w
{
  "formula": "C3H5NO2S",
  "method": "the ωB97M-V functional and the def2-TZVPD basis",
  "homo_lumo_gap_ev": 10.3,
  "mol_weight_g_mol": 119.14,
  "lumo_ev": -0.045,
  "homo_energy_ev": -10.39,
  "symbols": ["C", "C", "C", "N", "O", "O", "S", "H", "H", "H", "H", "H"],
  "xyz": [[-0.10, 0.21, -0.46], [0.31, 0.60, 0.86], [0.67, -1.70, -0.21], [1.01, -2.15, 0.93], [1.43, -0.90, 3.10], [2.74, -0.44, 1.14], [1.45, -0.68, 1.71], [-1.07, -0.18, -0.69], [0.50, 0.64, -1.23], [1.00, 1.47, 0.91], [-0.47, 0.84, 1.60], [0.49, -2.52, -1.01]]
}

#x
{
  "formula": "C3H5NO2S",
  "method": "the ωB97M-V functional and the def2-TZVPD basis",
  "smiles": "C1CC2(NS1)OO2",
  "homo_lumo_gap_ev": 9.4,
  "mol_weight_g_mol": 119.14,
  "lumo_ev": 0.577,
  "homo_energy_ev": -8.83,
  "symbols": ["C", "C", "C", "N", "S", "O", "O", "H", "H", "H", "H", "H"],
  "xyz": [[0.86, 0.04, -0.40], [-0.31, -0.64, 0.32], [-1.42, 0.44, 0.32], [-0.95, 1.72, 0.43], [0.73, 1.82, 0.03], [-2.76, 0.24, 0.40], [-2.46, 0.18, -1.03], [1.75, -0.36, -0.11], [0.68, -0.01, -1.46], [-0.56, -1.60, -0.10], [0.04, -0.56, 1.32], [-1.41, 2.42, 0.00]]
}

#y
{
  "formula": "C3H5NO2S",
  "method": "the ωB97M-V functional and the def2-TZVPD basis",
  "smiles": "C1=NOCOCS1",
  "homo_lumo_gap_ev": 10.0,
  "mol_weight_g_mol": 119.14,
  "lumo_ev": 0.585,
  "homo_energy_ev": -9.44,
  "symbols": ["C", "N", "O", "C", "O", "C", "S", "H", "H", "H", "H", "H"],
  "xyz": [[-1.17, 1.19, 0.27], [-0.03, 1.73, 0.08], [1.08, 1.02, -0.36], [1.86, 0.01, 0.11], [1.24, -1.24, -0.25], [0.01, -1.27, 0.37], [-1.56, -0.56, -0.22], [-2.03, 1.80, 0.37], [2.85, 0.27, -0.32], [2.02, 0.02, 1.32], [-0.08, -0.73, 1.40], [-0.36, -2.43, 0.46]]
}

#z
{
  "formula": "C3H5NO2S",
  "method": "the ωB97M-V functional and the def2-TZVPD basis",
  "homo_lumo_gap_ev": 9.4,
  "mol_weight_g_mol": 119.14,
  "lumo_ev": 0.591,
  "homo_energy_ev": -8.82,
  "symbols": ["C", "C", "C", "N", "O", "O", "S", "H", "H", "H", "H", "H"],
  "xyz": [[-1.26, -0.64, -0.11], [-1.39, 0.81, -0.12], [1.25, -0.19, 0.05], [-0.33, -1.43, 0.01], [1.92, -0.44, 1.17], [2.06, -0.37, -0.99], [0.35, 1.42, 0.08], [-2.24, -1.03, -0.19], [-1.82, 1.39, -0.88], [-1.76, 1.06, 0.79], [1.66, 0.02, 1.98], [1.54, -0.60, -1.81]]
}

Most stable to least stable, the ends of the list are #z and #x.

#w
{
  "formula": "C3H5NO2S",
  "method": "the ωB97M-V functional and the def2-TZVPD basis",
  "homo_lumo_gap_ev": 11.1,
  "mol_weight_g_mol": 119.14,
  "lumo_ev": 0.642,
  "homo_energy_ev": -10.48,
  "symbols": ["C", "C", "C", "N", "O", "O", "S", "H", "H", "H", "H", "H"],
  "xyz": [[-1.19, -0.91, -0.03], [-0.82, 0.48, 0.23], [-0.15, -0.23, -0.94], [0.47, 0.70, 1.22], [2.28, 0.93, -0.63], [1.97, -1.37, 0.34], [1.41, -0.09, -0.05], [-0.53, -1.43, 0.68], [-2.16, -1.10, -0.37], [-1.54, 1.33, 0.44], [-0.41, 0.04, -1.98], [0.66, 1.64, 1.09]]
}

#x
{
  "formula": "C3H5NO2S",
  "method": "the ωB97M-V functional and the def2-TZVPD basis",
  "homo_lumo_gap_ev": 8.5,
  "mol_weight_g_mol": 119.14,
  "lumo_ev": 0.147,
  "homo_energy_ev": -8.30,
  "symbols": ["C", "C", "C", "N", "O", "O", "S", "H", "H", "H", "H", "H"],
  "xyz": [[-1.47, 0.73, 0.01], [0.65, -1.15, 0.07], [0.81, 0.27, -0.47], [-0.37, 1.14, -0.27], [-2.67, 1.15, 0.12], [2.02, 0.87, 0.01], [-1.00, -1.64, -0.09], [1.35, -1.79, -0.54], [0.87, -1.56, 1.11], [1.13, 0.26, -1.57], [-3.25, 0.59, 0.63], [1.91, 1.15, 0.99]]
}

Most stable to least stable, the ends of the list are #x and #w.

#w
{
  "formula": "H4N4O2",
  "method": "the ωB97M-V functional and the def2-TZVPD basis",
  "homo_lumo_gap_ev": 10.5,
  "mol_weight_g_mol": 92.06,
  "lumo_ev": 0.602,
  "homo_energy_ev": -9.91,
  "symbols": ["N", "N", "N", "N", "O", "O", "H", "H", "H", "H"],
  "xyz": [[-1.66, 0.49, 0.32], [-0.62, 0.20, -0.58], [0.43, -0.52, -0.22], [1.60, -0.01, 0.09], [1.68, 1.18, 0.24], [2.50, -0.76, 0.27], [-2.07, -0.15, 1.02], [-1.72, 1.45, 0.55], [-0.86, -0.09, -1.54], [0.72, -1.79, -0.14]]
}

#x
{
  "formula": "H4N4O2",
  "method": "the ωB97M-V functional and the def2-TZVPD basis",
  "smiles": "N/N=N\\O.N=O",
  "homo_lumo_gap_ev": 9.0,
  "mol_weight_g_mol": 92.06,
  "lumo_ev": -0.607,
  "homo_energy_ev": -9.58,
  "symbols": ["N", "N", "N", "O", "H", "H", "H", "N", "O", "H"],
  "xyz": [[-1.73, -0.25, -0.45], [-0.78, -0.71, 0.30], [0.34, -0.27, 0.27], [0.55, 0.84, -0.60], [-1.46, 0.39, -1.18], [-2.45, -0.83, -0.84], [1.50, 0.99, -0.44], [3.05, -0.58, 0.06], [3.13, 0.47, -0.55], [2.12, -1.01, -0.12]]
}

Most stable to least stable, the ends of the list are #x and #w.

#w
{
  "formula": "C5H8N3O",
  "method": "the ωB97M-V functional and the def2-TZVPD basis",
  "homo_lumo_gap_ev": [8.5, 8.5],
  "mol_weight_g_mol": 126.14,
  "lumo_ev": [-5.262, -5.263],
  "charge": 1,
  "homo_energy_ev": [-13.80, -13.80],
  "symbols": ["C", "C", "C", "C", "C", "N", "N", "N", "O", "H", "H", "H", "H", "H", "H", "H", "H"],
  "xyz": [[-1.95, -1.15, -0.45], [-2.59, -1.05, 1.95], [1.05, 0.50, -0.44], [2.82, 0.44, -1.22], [-2.29, -0.14, 0.69], [-0.68, -1.03, -0.68], [-1.16, 0.72, 0.67], [-0.21, 0.08, -0.10], [-1.75, -1.33, 2.75], [-2.62, -1.95, -0.73], [-3.52, -1.69, 1.98], [1.32, 1.48, 0.00], [2.99, -0.23, -2.02], [3.38, 0.13, -0.36], [3.08, 1.36, -1.54], [-3.23, 0.38, 0.61], [-0.88, 0.83, 1.61]]
}

#x
{
  "formula": "C5H8N3O",
  "method": "the ωB97M-V functional and the def2-TZVPD basis",
  "smiles": "N/C(C=O)=N/C=C\\C=[NH2+]",
  "homo_lumo_gap_ev": 8.3,
  "mol_weight_g_mol": 126.14,
  "lumo_ev": -4.267,
  "charge": 1,
  "homo_energy_ev": -12.59,
  "symbols": ["N", "C", "C", "O", "N", "C", "C", "C", "N", "H", "H", "H", "H", "H", "H", "H", "H"],
  "xyz": [[-1.05, -2.41, 0.88], [-0.11, -1.65, 0.43], [1.27, -1.25, 1.62], [1.88, -0.25, 1.30], [0.02, -0.89, -0.51], [0.81, 0.01, -1.02], [0.74, 1.41, -1.03], [-0.31, 2.27, -0.72], [-1.50, 1.93, -0.29], [-0.65, -3.02, 1.56], [-1.79, -2.67, 0.20], [1.63, -1.90, 2.42], [1.57, -0.39, -1.62], [1.66, 1.79, -1.43], [-0.05, 3.30, -0.92], [-1.88, 1.02, -0.54], [-2.22, 2.70, -0.32]]
}

#y
{
  "formula": "C5H8N3O",
  "method": "the ωB97M-V functional and the def2-TZVPD basis",
  "homo_lumo_gap_ev": 8.7,
  "mol_weight_g_mol": 126.14,
  "lumo_ev": -4.181,
  "charge": 1,
  "homo_energy_ev": -12.87,
  "symbols": ["C", "C", "C", "C", "C", "N", "N", "N", "O", "H", "H", "H", "H", "H", "H", "H", "H"],
  "xyz": [[0.92, -2.03, -2.17], [-0.96, -1.38, -1.23], [0.19, -0.35, 0.80], [0.44, 2.53, 2.00], [0.17, -1.00, -0.45], [1.30, -1.41, -1.12], [-0.47, -2.05, -2.29], [0.57, 1.69, 1.06], [-2.23, -1.19, -0.95], [1.56, -2.48, -2.90], [-0.75, -0.26, 1.32], [1.09, -0.49, 1.38], [0.93, 3.50, 2.00], [-0.19, 2.28, 2.84], [-0.99, -2.48, -3.04], [-2.85, -1.61, -1.57], [1.18, 1.94, 0.28]]
}

Most stable to least stable, the ends of the list are #y and #w.